Entry 1:
9 unconnected molecules or ions with the total composition C35H68O18S7, computed with ωB97M-V/def2-TZVPD.

Geometry as XYZ:
```
128
Properties=species:S:1:pos:R:3:forces:R:3:lowdin_charge:R:1
C 14.2105 13.6208 -20.5511 0.047 -1.346 -0.153 -0.04
C 13.4098 14.7970 -20.9559 -0.046 0.306 0.454 -0.33
C 13.8153 16.0038 -20.1166 -0.188 0.111 -2.375 -0.02
O 14.5810 16.7639 -21.1592 0.664 1.320 1.075 0.05
C 14.4781 16.2633 -22.4004 0.822 -1.937 -1.900 -0.50
O 15.0049 16.5774 -23.4857 -1.493 0.151 3.842 0.10
O 13.7736 15.1112 -22.3055 -0.742 0.518 -0.649 0.06
H 13.9144 12.7452 -21.1288 -0.092 -0.098 0.345 0.07
H 14.0971 13.4315 -19.4837 -0.029 -0.257 -0.087 0.09
H 15.2680 13.7252 -20.7936 0.106 0.405 0.136 0.09
H 12.3357 14.6582 -20.8330 0.055 -0.369 -0.549 0.14
H 14.3665 15.6021 -19.2664 0.665 0.918 -0.195 0.12
H 12.9588 16.6021 -19.8062 0.311 0.232 -0.028 0.13
C 15.0870 10.9580 -22.6912 0.397 -0.364 0.632 -0.09
C 15.3899 10.1318 -21.4048 -0.799 -1.724 -3.286 -0.60
O 15.6738 10.6545 -20.3058 0.651 1.289 2.259 -0.16
C 15.1477 8.6342 -21.5747 -0.104 1.390 -0.509 -0.09
H 15.7556 11.8188 -22.7011 -0.435 0.498 0.053 0.05
H 14.0295 11.1885 -22.8206 -0.824 1.102 0.769 0.05
H 15.1178 10.5700 -23.7093 1.135 -1.129 0.046 0.03
H 14.4119 8.5802 -22.3771 -0.488 -0.524 -0.126 0.05
H 14.7980 8.1077 -20.6866 0.126 -0.034 0.137 0.04
H 16.0364 8.1750 -22.0076 0.461 -0.675 0.183 0.02
C 15.3759 4.7571 -21.8525 0.836 -0.198 0.585 -0.22
C 16.7258 4.8004 -22.6343 -1.047 0.647 -1.074 -0.22
C 17.5585 3.6116 -22.2781 0.593 -1.548 -0.189 -0.23
S 16.4322 2.3854 -21.5665 -2.399 -1.877 -0.977 0.72
O 16.6186 2.3591 -20.1313 0.400 -0.049 0.088 -0.36
O 16.3752 1.1034 -22.3202 0.634 2.289 1.210 -0.37
C 14.8312 3.3222 -21.8398 1.978 0.223 -0.648 -0.18
H 14.5972 5.4071 -22.2515 0.426 0.430 0.300 0.12
H 15.7031 4.9909 -20.8394 -0.838 0.482 0.208 0.08
H 17.3190 5.7085 -22.5263 -0.377 0.235 0.537 0.09
H 16.4806 4.8222 -23.6962 0.116 -0.419 -0.236 0.11
H 18.3701 3.7406 -21.5620 -0.345 0.326 0.334 0.09
H 18.0405 3.1096 -23.1170 -0.239 0.068 -0.223 0.10
H 14.1192 3.0931 -21.0470 0.274 -0.043 -0.042 0.10
H 14.4450 3.0863 -22.8314 -0.029 -0.372 0.108 0.10
C 14.6202 4.9168 -15.5556 -0.479 0.409 -0.107 -0.19
C 14.3920 3.5231 -16.3382 -1.286 2.387 -0.266 -0.15
C 13.7561 3.9219 -17.7448 1.735 0.638 0.458 -0.18
S 13.7534 5.7795 -17.8934 0.741 -0.928 0.409 0.65
O 12.4558 6.3168 -17.6026 -0.527 -0.265 0.593 -0.32
O 14.3131 6.1359 -19.1597 0.657 0.139 -0.538 -0.33
C 14.8629 6.1546 -16.4697 -0.431 -1.209 -1.282 -0.20
H 15.3938 4.8842 -14.7884 0.015 -0.327 -0.103 0.10
H 13.6922 5.1893 -15.0530 -0.101 -0.410 0.233 0.10
H 13.6632 2.9176 -15.7994 0.427 -0.050 0.255 0.10
H 15.3461 3.0158 -16.4813 -0.288 -0.073 -0.069 0.10
H 12.7738 3.6530 -18.1331 -0.064 -0.428 0.774 0.10
H 14.5279 3.5259 -18.4048 -0.323 0.497 -0.759 0.07
H 14.5080 7.1343 -16.1496 -0.041 -0.263 0.500 0.10
H 15.8781 6.2729 -16.8485 -0.099 -0.243 -0.035 0.06
C 18.8691 13.7693 -19.9611 1.356 0.711 -0.303 -0.22
C 18.2881 12.5173 -20.4384 -2.330 -1.615 0.163 -0.27
C 19.0863 11.9926 -21.5784 2.448 0.020 -1.523 -0.21
S 19.6327 13.4230 -22.6309 -1.461 -1.499 0.486 0.73
O 18.7091 13.4646 -23.7578 0.488 0.834 0.258 -0.36
O 21.0770 13.4086 -22.9221 -1.758 0.294 0.776 -0.35
C 19.1701 14.5774 -21.2324 1.560 1.032 -0.288 -0.19
H 19.7628 13.4182 -19.4453 0.543 0.849 0.061 0.12
H 18.2626 14.3430 -19.2604 -0.111 -0.114 -0.123 0.12
H 17.2372 12.6867 -20.6731 -0.085 -0.354 -0.599 0.10
H 18.2081 11.7724 -19.6467 0.140 -0.133 0.014 0.11
H 18.7867 11.1193 -22.1578 -0.850 0.441 -0.150 0.09
H 20.1222 11.7197 -21.3772 0.104 -0.386 1.320 0.08
H 18.3843 15.2767 -21.5178 -0.205 -0.411 -0.250 0.10
H 20.0781 15.1704 -21.1224 -0.001 0.181 0.061 0.09
C 15.1282 13.7746 -25.3906 1.451 0.087 -1.258 -0.16
C 16.3138 14.7693 -25.8946 -0.365 -0.884 0.241 -0.20
C 15.7982 15.7764 -26.8683 -1.307 2.160 0.754 -0.26
S 14.0833 15.3864 -27.2132 -1.369 -0.672 -0.253 0.70
O 14.0555 14.5210 -28.3893 0.053 0.632 0.288 -0.36
O 13.1683 16.5315 -27.1509 1.180 -0.782 -0.260 -0.36
C 13.7442 14.2747 -25.7799 0.582 1.540 -0.795 -0.20
H 15.2958 13.5350 -24.3406 -0.332 0.052 -0.142 0.09
H 15.3310 12.9036 -26.0139 -0.257 -0.429 0.435 0.10
H 17.0808 14.2559 -26.4744 0.095 -0.671 0.772 0.11
H 16.7471 15.2840 -25.0370 0.088 -0.224 -0.155 0.09
H 16.3572 16.0296 -27.7691 -0.159 -0.588 -0.071 0.11
H 15.6850 16.7090 -26.3156 -0.019 0.318 -0.107 0.09
H 13.0720 13.5817 -26.2860 0.148 -0.337 0.461 0.10
H 13.2108 14.9047 -25.0682 0.202 -0.233 0.197 0.09
C 18.0724 7.5796 -25.2222 0.523 0.270 -2.385 -0.24
C 18.0281 8.8244 -24.4522 0.269 0.941 2.346 -0.28
C 17.7310 10.0069 -25.4022 0.516 -0.002 -0.066 -0.18
S 16.4684 9.3827 -26.5714 0.063 -1.297 -0.909 0.71
O 16.8559 9.4266 -27.9925 0.066 0.203 1.879 -0.36
O 15.1211 9.8381 -26.2594 1.171 -0.233 0.203 -0.34
C 16.7251 7.6120 -25.9856 -0.026 0.240 0.363 -0.18
H 18.3621 6.7684 -24.5544 -0.723 -0.403 -0.287 0.11
H 18.9541 7.7928 -25.8265 -0.087 -0.910 -1.036 0.11
H 19.0194 8.9009 -24.0056 0.089 0.734 0.007 0.11
H 17.4453 8.5347 -23.5778 -0.920 1.413 0.061 0.08
H 18.6865 10.1686 -25.9010 -0.103 -0.393 -0.812 0.11
H 17.5546 11.0378 -25.0950 -0.822 -0.329 0.754 0.09
H 16.5075 6.9814 -26.8477 0.335 -0.043 0.108 0.09
H 15.9814 7.4642 -25.2026 -0.406 -0.005 -0.187 0.09
C 18.5456 6.0481 -19.5611 0.081 0.271 -1.991 -0.24
C 17.9062 7.0561 -18.6290 -2.541 1.090 -0.437 -0.20
C 18.4491 8.5211 -18.8122 1.670 -0.931 0.852 -0.18
S 19.5893 8.4135 -20.2458 -0.399 0.879 1.383 0.74
O 20.7836 9.2741 -20.0416 -1.816 -1.734 -0.677 -0.36
O 18.7124 8.6004 -21.4156 1.697 -0.654 1.029 -0.33
C 19.9039 6.5697 -19.9545 0.970 1.374 -0.085 -0.20
H 17.9765 6.1012 -20.4891 -0.295 -0.202 -0.056 0.08
H 18.5101 4.9978 -19.2719 0.234 0.175 0.448 0.12
H 17.7358 6.6679 -17.6248 1.079 0.525 0.380 0.09
H 16.8662 7.1222 -18.9484 -0.246 -0.070 -0.209 0.09
H 19.0133 8.7335 -17.9041 0.642 0.149 -0.232 0.09
H 17.8671 9.4311 -18.9583 -1.036 -0.648 -0.437 0.09
H 20.5970 6.4555 -19.1211 0.270 0.450 -0.056 0.10
H 20.4218 6.3005 -20.8751 -0.410 -0.639 -0.031 0.10
C 12.0492 9.5431 -18.2980 0.667 0.360 0.872 -0.22
C 11.7111 8.9333 -19.6659 -0.250 0.269 -0.243 -0.21
C 11.7012 10.2114 -20.5301 -1.506 -0.055 0.240 -0.20
S 10.6966 11.4624 -19.6089 0.155 -0.648 1.054 0.74
O 9.2640 11.4229 -19.9847 2.310 0.290 0.241 -0.36
O 11.4728 12.7074 -19.5368 -1.297 -0.755 -0.303 -0.36
C 10.9344 10.6258 -17.9861 0.953 -1.137 -0.199 -0.20
H 13.0750 9.9116 -18.3108 -0.032 0.985 -0.708 0.11
H 12.2333 8.9018 -17.4361 -1.100 -0.693 -0.108 0.09
H 10.8280 8.2945 -19.6488 -0.564 0.581 0.053 0.11
H 12.4207 8.2743 -20.1662 0.671 0.085 0.666 0.09
H 11.1640 10.2003 -21.4784 0.504 -0.371 -0.246 0.10
H 12.7597 10.4696 -20.5604 -0.144 0.774 -0.422 0.09
H 10.1071 10.0321 -17.5974 -0.557 0.334 -0.635 0.09
H 11.1497 11.3643 -17.2139 0.400 0.089 -0.315 0.09
```
Forces are in eV/Å.

HOMO-LUMO gap (spin up / spin down), eV: 1.943 / 6.380
Spin multiplicity: 2
<S²>: 0.753
F_max, eV Å⁻¹: 4.13
Net charge: -1
HOMO (spin up / spin down), Ha: -0.0173 / -0.1817
DFT total energy, Eh: -5515.77940
LUMO (spin up / spin down), eV: 1.47 / 1.44

=====

Entry 2:
A single C5H8Cl2N2O molecule, computed with ωB97M-V/def2-TZVPD.

Geometry as XYZ:
```
18
Properties=species:S:1:pos:R:3:forces:R:3:lowdin_charge:R:1
C -1.7194 -0.0653 -0.8796 1.228 -1.218 -1.510 -0.05
C -0.3801 -0.0409 -0.1023 -2.950 -1.242 0.962 -0.63
C -0.6720 -0.0999 1.4727 0.839 -2.488 -1.530 -0.03
C 0.4112 1.1334 -0.5535 1.233 -0.570 2.862 -0.16
N 1.7772 0.7421 -0.1538 -0.008 -0.053 -0.496 -0.46
Cl 2.9897 1.9350 -0.0053 -0.195 -0.588 -0.072 0.72
C 2.0027 -0.5940 -0.1565 -3.397 -1.069 -0.014 -0.45
O 2.8313 -1.3462 0.1927 0.860 0.200 -0.245 0.11
N 0.3720 -1.2105 -0.6242 3.987 4.096 0.187 -0.47
Cl 0.1217 -2.6840 0.0321 -0.313 -1.514 0.896 0.72
H -1.4138 -0.3197 -2.0154 -1.110 0.411 2.587 0.14
H -2.2194 0.8838 -0.8559 -0.393 0.503 0.082 0.07
H -2.3419 -0.8430 -0.3880 0.150 0.417 -0.860 0.08
H -1.3458 -0.9662 1.6293 -0.146 0.745 -0.155 0.06
H -1.0349 0.7544 1.9899 -0.309 0.927 -0.045 0.07
H 0.2058 -0.5059 1.9752 0.419 0.532 0.118 0.07
H 0.3104 1.2211 -1.5704 0.022 0.650 -2.561 0.10
H 0.1051 2.0058 0.0130 0.084 0.262 -0.207 0.13
```
Forces are in eV/Å.

HOMO-LUMO gap, eV: 9.216
Energy above the lowest of the compared OMol25 structures with the same formula, charge and spin, eV: 0.361
F_max, eV Å⁻¹: 5.72
Net charge: 0
HOMO, Ha: -0.3307
SMILES: CC1(C)CN(Cl)C(=O)N1Cl
DFT total energy, Eh: -1300.34687
LUMO, eV: 0.22

=====

Entry 3:
A molecular structure, C14H10FN2O3Pd, computed with ωB97M-V/def2-TZVPD.

Geometry as XYZ:
```
31
Properties=species:S:1:pos:R:3:forces:R:3:lowdin_charge:R:1
Pd -0.1317 -0.0465 -0.3271 1.201 -0.661 1.611 1.05
O 3.2749 -0.8167 3.8995 0.123 0.042 0.042 0.03
C 4.0726 -1.2308 2.8993 -0.090 -0.054 -0.098 -0.28
C 5.3808 -1.6032 3.2020 0.088 0.009 0.070 -0.03
C 6.2350 -2.0495 2.2118 -0.038 0.021 0.043 -0.11
C 5.8052 -2.1243 0.8951 0.107 -0.093 -0.208 -0.11
C 4.5167 -1.7436 0.5800 -0.038 0.064 0.130 -0.03
C 3.6372 -1.3011 1.5653 0.085 0.046 -0.042 -0.08
C 2.2608 -0.9340 1.1497 -0.627 0.253 -0.135 -0.45
O 2.0231 -0.7592 -0.0773 -0.603 0.384 -0.345 -0.09
N 1.3675 -0.8431 2.1268 0.508 -0.268 0.698 0.01
N 0.0813 -0.7082 1.7223 -0.919 1.173 -1.048 -0.08
C -0.8289 -0.3804 2.5872 0.891 -0.548 -0.278 -0.07
C -2.2387 -0.3986 2.3310 -0.717 0.302 -0.684 -0.16
C -3.1162 -0.2056 3.4089 0.180 -0.065 -0.094 -0.07
C -4.4828 -0.2325 3.2611 -0.180 0.078 0.257 -0.13
C -5.0265 -0.4086 1.9893 0.084 -0.013 -0.005 -0.11
C -4.2034 -0.5634 0.9034 -0.017 -0.146 -0.130 -0.03
C -2.7898 -0.5883 1.0158 -0.045 0.151 0.587 -0.38
O -2.0966 -0.7902 -0.0503 0.443 0.675 -0.815 -0.18
H 2.3729 -0.6818 3.5005 -0.035 -0.153 -0.009 0.06
H 5.7084 -1.5393 4.2287 -0.003 0.012 0.118 0.11
H 7.2439 -2.3461 2.4652 0.056 0.000 0.060 0.09
H 6.4672 -2.4815 0.1169 0.036 0.011 0.016 0.09
H 4.1563 -1.7816 -0.4380 -0.045 0.028 -0.017 0.11
H -0.5173 -0.1276 3.6053 0.125 -0.300 -0.119 0.13
H -2.6877 -0.0446 4.3892 0.051 -0.007 0.125 0.10
H -5.1339 -0.1067 4.1153 0.029 0.035 0.063 0.09
H -6.1026 -0.4120 1.8574 0.010 0.006 -0.020 0.09
H -4.6154 -0.6802 -0.0898 0.036 -0.027 -0.059 0.11
F 0.3134 1.4137 -1.6906 -0.696 -0.952 0.287 -0.66
```
Forces are in eV/Å.

HOMO-LUMO gap (spin up / spin down), eV: 6.731 / 6.871
F_max, eV Å⁻¹: 2.12
Net charge: -1
HOMO (spin up / spin down), Ha: -0.1715 / -0.1750
DFT total energy, Eh: -1102.52420
LUMO (spin up / spin down), eV: 2.06 / 2.11

=====

Entry 4:
A molecular structure, C2H13CrO7, computed with ωB97M-V/def2-TZVPD.

Geometry as XYZ:
```
23
Properties=species:S:1:pos:R:3:forces:R:3:lowdin_charge:R:1
Cr -0.0255 0.6666 0.6087 0.772 -1.775 -1.249 0.86
C 0.5753 -2.1984 -2.5608 0.700 -0.174 0.530 -0.01
C -0.1406 -2.2401 -1.1861 -2.808 -4.522 -1.623 -0.69
O -0.9094 -3.2036 -0.8507 2.195 2.050 -0.993 -0.04
O -0.0284 -1.2186 -0.5021 0.799 4.628 2.909 -0.13
H 1.6528 -2.3347 -2.4683 0.208 -0.189 0.604 0.07
H 0.5503 -1.1779 -2.9431 -0.594 -0.091 -0.304 0.06
H 0.3139 -2.9760 -3.2785 -0.624 0.306 0.166 0.08
O -0.5872 -0.4339 2.3095 -0.244 -0.159 0.538 -0.03
H -0.5925 -0.4024 3.2661 0.091 0.290 0.384 0.10
H -1.0434 -1.2473 2.0936 -0.033 -0.726 -0.460 0.10
O 0.3340 1.9093 -1.0759 -0.089 0.324 -0.187 -0.03
H -0.3635 2.5546 -1.1914 -0.257 0.313 -0.083 0.08
H 1.0036 2.1634 -1.7109 0.429 -0.229 -0.228 0.10
O -0.1064 2.5085 1.6845 -0.045 -0.177 -0.048 -0.02
H -0.8834 2.8701 2.1110 -0.519 -0.086 0.102 0.10
H 0.5989 3.1112 1.9202 0.538 0.049 -0.048 0.10
O 2.0091 0.0774 1.1905 0.390 0.393 0.279 -0.03
H 2.8149 0.0253 0.6765 0.219 0.004 -0.369 0.09
H 2.1369 -0.5508 1.9014 -0.117 -0.327 0.268 0.08
O -2.1084 0.8435 0.1570 -0.651 0.480 0.138 -0.03
H -2.5930 1.1729 -0.5999 -0.136 0.087 -0.392 0.10
H -2.6081 0.0808 0.4485 -0.224 -0.470 0.066 0.09
```
Forces are in eV/Å.

HOMO-LUMO gap (spin up / spin down), eV: 7.156 / 7.156
Spin multiplicity: 5
<S²>: 6.004
F_max, eV Å⁻¹: 5.56
Net charge: +1
HOMO (spin up / spin down), Ha: -0.4014 / -0.4015
DFT total energy, Eh: -1654.96545
LUMO (spin up / spin down), eV: -3.77 / -3.77